# 1
The following is a DFT calculation (the ωB97M-V functional and the def2-TZVPD basis) of C20H44InNO2P2 as an isolated structure at a distorted geometry.

The value obtained for the highest occupied orbital energy is -0.4976 hartree. Its strongest force on any atom is 19.7 eV Å⁻¹. As for the total energy: -1865.7435 Ha. The gap between HOMO and LUMO comes out at 6.3 eV. As for the net charge: +2. The value obtained for the molar mass is 507.343 g mol⁻¹. As for the lowest unoccupied orbital energy: -7.196 eV. The calculation puts the energy relative to the best compared isomer or geometry (same formula, charge and spin) at 91.12 kcal per mole.

CARTESIAN COORDINATES (ANGSTROEM)
In 0.000 0.000 0.000
P 0.212 -2.227 -0.322
P 0.212 2.250 -0.041
N 1.884 0.055 -0.881
C 1.856 -2.361 -1.181
H 2.363 -3.324 -0.993
H 1.662 -2.274 -2.266
C 2.673 -1.153 -0.718
H 3.015 -1.322 0.338
H 3.605 -1.088 -1.324
C 2.673 1.233 -0.568
H 3.605 1.245 -1.178
H 3.015 1.269 0.500
C 1.856 2.491 -0.877
H 1.662 2.540 -1.963
H 2.363 3.422 -0.569
C 0.423 3.098 1.621
C -0.704 2.758 2.610
H -0.426 3.104 3.621
H -0.893 1.675 2.660
H -1.649 3.255 2.333
C -1.000 3.216 -1.109
C -2.392 3.311 -0.461
H -3.131 3.661 -1.205
H -2.392 4.039 0.369
H -2.733 2.341 -0.067
C -1.000 -3.052 -1.503
C -2.392 -3.228 -0.872
H -3.131 -3.481 -1.654
H -2.733 -2.314 -0.359
H -2.392 -4.053 -0.139
C 0.423 -3.276 1.220
C -0.704 -3.062 2.244
H -0.426 -3.533 3.205
H -1.649 -3.521 1.908
H -0.893 -1.994 2.429
C -1.658 -0.041 0.649
C -0.517 4.581 -1.627
H -0.479 5.334 -0.823
H 0.483 4.522 -2.089
H -1.219 4.953 -2.396
C -0.517 -4.342 -2.187
H -1.219 -4.614 -2.996
H 0.483 -4.226 -2.638
H -0.479 -5.189 -1.483
C 0.689 -4.771 0.982
H 1.030 -5.242 1.922
H -0.229 -5.294 0.666
H 1.466 -4.947 0.220
C 0.689 4.610 1.571
H -0.229 5.169 1.323
H 1.030 4.960 2.563
H 1.466 4.880 0.836
H 1.343 2.595 1.981
H 1.343 -2.823 1.641
H -1.080 2.537 -1.981
H -1.080 -2.269 -2.283
O -2.730 -0.071 1.138
H -0.369 -0.105 -3.083
H -1.080 0.094 -2.767
C 1.321 0.125 3.970
C 0.000 0.000 3.271
C -1.244 -0.202 4.121
O 0.000 0.000 2.000
H 1.196 0.077 5.072
H 1.800 1.090 3.711
H 1.984 -0.706 3.650
H -1.376 0.667 4.801
H -2.156 -0.304 3.506
H -1.129 -1.117 4.738

=====

# 2
The following is a DFT calculation (the ωB97M-V functional and the def2-TZVPD basis) of C20H44NO14S as an isolated structure at a distorted geometry.

The value obtained for the highest occupied orbital energy is -0.0961 hartree. Its strongest force on any atom is 15.4 eV Å⁻¹. As for the total energy: -2293.8237 Ha. The gap between HOMO and LUMO comes out at 4.9 eV. As for the net charge: -1. The value obtained for the molar mass is 554.632 g mol⁻¹. As for the lowest unoccupied orbital energy: 2.262 eV. The calculation puts the energy relative to the best compared isomer or geometry (same formula, charge and spin) at 463.22 kcal per mole.

CARTESIAN COORDINATES (ANGSTROEM)
N 0.813 0.434 -1.356
H 0.576 -0.549 -1.042
H 0.467 0.923 -0.728
H 0.195 0.461 -2.164
H 1.740 0.510 -1.581
S 2.066 -1.772 -2.133
O 0.680 -1.659 -1.771
O 2.403 -3.162 -1.982
O 2.227 -1.339 -3.479
O 2.823 -0.866 -1.297
O 1.190 3.286 -0.969
C 1.638 3.333 -2.170
O 1.694 4.553 -2.741
C 1.220 5.682 -2.203
C 1.571 6.857 -3.108
C 2.345 2.151 -2.884
H 1.526 5.984 -1.221
H 0.092 5.587 -2.253
H 1.093 7.805 -2.913
H 1.122 6.538 -4.083
H 2.583 6.796 -3.067
H 1.600 1.252 -2.601
H 3.344 1.906 -2.433
H 2.539 2.470 -3.960
O -0.755 -1.523 0.455
C -1.783 -1.589 -0.112
O -2.940 -0.906 0.124
C -3.029 -0.021 1.246
C -4.524 0.132 1.569
C -1.803 -2.199 -1.512
H -2.656 0.769 1.027
H -2.410 -0.367 2.056
H -4.480 0.780 2.459
H -5.043 -0.573 1.851
H -5.006 0.544 0.815
H -1.803 -1.415 -2.161
H -2.377 -3.129 -1.360
H -0.920 -2.846 -1.598
O 2.999 -2.547 2.175
C 2.734 -3.363 1.319
O 2.619 -4.672 1.392
C 2.947 -5.400 2.546
C 2.412 -6.815 2.513
C 2.242 -2.859 -0.065
H 2.538 -5.071 3.495
H 4.225 -5.261 2.791
H 1.416 -6.758 2.519
H 2.585 -7.591 3.320
H 2.621 -7.201 1.755
H 2.831 -3.412 -0.879
H 2.466 -1.968 -0.012
H 1.269 -2.877 -0.125
O -1.411 2.044 -1.879
C -2.057 1.139 -2.280
O -3.144 0.640 -1.811
C -3.746 1.246 -0.645
C -5.125 0.615 -0.381
C -1.662 0.318 -3.440
H -3.801 2.286 -0.882
H -3.040 1.290 0.256
H -4.947 -0.165 0.142
H -5.920 0.519 -1.033
H -5.878 1.057 0.482
H -2.490 -0.166 -3.994
H -0.880 -0.316 -3.331
H -1.100 0.924 -4.423
O 0.004 1.544 1.655
C 0.550 1.760 2.733
O 0.874 0.864 3.749
C 0.565 -0.504 3.564
C 1.223 -1.322 4.544
C 0.847 3.161 3.318
H 0.882 -0.793 2.642
H -0.480 -0.788 3.417
H 0.820 -1.015 5.471
H 2.318 -1.365 4.050
H 0.886 -2.281 4.469
H 0.776 3.185 4.370
H 0.177 3.756 2.860
H 1.838 3.337 2.949

=====

# 3
The following is a DFT calculation (the ωB97M-V functional and the def2-TZVPD basis) of C20H44NO2P3Sm as an isolated structure at a distorted geometry.

The value obtained for the highest occupied orbital energy (alpha / beta) is -0.5285 / -0.5285 hartree. Its strongest force on any atom is 2.7 eV Å⁻¹. As for the total energy: -2674.7683 Ha. The gap between HOMO and LUMO (alpha / beta) comes out at 3.5 / 3.8 eV. As for the net charge: +3. As for the expectation value of S²: 8.76. The value obtained for the molar mass is 573.859 g mol⁻¹. As for the lowest unoccupied orbital energy (alpha / beta): -10.845 / -10.598 eV. The spin multiplicity is 6. The calculation puts the energy relative to the best compared isomer or geometry (same formula, charge and spin) at 9.61 kcal per mole.

CARTESIAN COORDINATES (ANGSTROEM)
Sm -0.220 -0.215 0.934
P 2.185 0.825 2.288
P -0.720 2.120 -0.667
P 1.912 -0.612 -0.933
H -1.418 -2.711 0.942
C -0.330 -2.777 0.716
C 0.617 -2.603 1.712
H 0.312 -2.474 2.760
C 1.926 1.277 4.050
C 2.911 2.426 1.750
C 3.712 -0.155 2.523
C -2.124 1.821 -1.799
C -1.486 3.372 0.432
C 0.441 3.142 -1.667
C 2.831 -2.191 -0.815
C 3.247 0.560 -1.345
C 1.060 -0.868 -2.532
H -0.122 -3.196 -0.280
H 1.682 -2.841 1.616
H 1.653 0.390 4.636
H 1.132 2.030 4.140
H 2.873 1.691 4.433
H 2.135 3.205 1.776
H 3.321 2.353 0.735
H 3.712 2.684 2.458
H 3.463 -1.079 3.061
H 4.397 0.452 3.131
H 4.179 -0.401 1.563
H -2.511 2.752 -2.231
H -2.935 1.318 -1.257
H -1.780 1.155 -2.597
H -2.046 4.125 -0.138
H -0.718 3.873 1.033
H -2.185 2.864 1.111
H -0.054 4.018 -2.112
H 0.885 2.560 -2.489
H 1.257 3.513 -1.027
H 3.265 -2.431 -1.796
H 2.156 -2.995 -0.502
H 3.627 -2.098 -0.067
H 3.760 0.212 -2.253
H 3.968 0.607 -0.518
H 2.839 1.565 -1.516
H 1.798 -1.197 -3.277
H 0.554 0.038 -2.892
H 0.289 -1.643 -2.424
C -1.900 -1.096 -5.074
C -3.048 -1.216 -5.886
C -3.361 -2.488 -6.381
C -2.543 -3.595 -6.082
C -1.346 -3.409 -5.386
C -0.961 -2.127 -4.993
O -1.644 -0.031 -4.238
H -2.421 0.579 -4.217
H -3.666 -0.347 -6.122
H -4.247 -2.643 -6.993
H -2.829 -4.603 -6.402
H -0.690 -4.249 -5.138
H 0.011 -1.918 -4.556
C -3.073 1.199 4.528
N -2.089 0.213 4.967
C -2.151 -0.271 6.344
C -1.254 -0.365 4.130
O -1.183 -0.094 2.885
H -3.732 1.417 5.373
H -3.666 0.814 3.693
H -2.590 2.127 4.205
H -2.259 -1.361 6.347
H -1.217 -0.056 6.876
H -2.992 0.190 6.864
H -0.603 -1.125 4.591